Entry 1:
# C22H34N2O3

One molecule with the formula C22H34N2O3 (ωB97M-V/def2-TZVPD, OMol25).

Properties
Energy relative to the best compared isomer or geometry (same formula, charge and spin) ... 267.34 kJ/mol
Calculated total energy ... -32487.7748 eV
SMILES ... CCOCc1cc(CN2CCC(CCC(=O)NC3CC3)CC2)ccc1OC
HOMO energy ... -8.20 eV
Gap between HOMO and LUMO ... 8.92 eV
Lowest unoccupied orbital energy ... 0.73 eV

```
! wB97M-V def2-TZVPD RIJCOSX def2/J DEFGRID3
* xyz 0 1
H -2.06 -3.15 1.39
C -1.72 -2.64 -1.28
C -1.76 -2.13 1.14
H -2.08 -0.71 -0.43
H -2.00 -3.68 -1.08
C -4.06 0.45 0.75
C 4.93 2.10 -2.26
C -0.24 -2.04 1.09
O 4.49 1.79 -0.96
H -4.41 -1.36 1.79
H -2.12 -1.45 1.92
H -4.23 -1.61 -1.25
C 3.84 0.60 -0.76
H -2.08 -2.37 -2.27
N 0.29 -2.92 0.07
H 1.12 2.60 3.12
H 3.88 -0.14 -2.79
C 1.72 2.44 2.22
H 0.09 2.87 0.89
C -2.36 -1.75 -0.21
C 2.51 -1.80 -0.18
H -5.77 3.00 -1.79
H -4.17 -2.90 -0.06
H 0.17 -2.36 2.06
H 0.24 -3.19 -1.99
H 1.37 1.89 0.15
H -3.66 2.11 -2.81
N -4.39 1.12 -0.37
H 5.65 1.37 -2.63
H 0.24 1.16 1.30
H -5.66 -0.97 0.60
H 2.72 -2.21 -2.27
H 0.05 -0.99 0.92
C -3.96 2.46 -0.64
H -3.39 2.84 0.20
C 3.58 -0.33 -1.77
H 2.00 -3.84 -0.60
H -4.88 4.42 -1.13
C 2.91 -1.51 -1.47
C 2.79 -0.88 0.82
O 2.65 1.45 2.58
C -3.88 -1.87 -0.24
H 1.98 -3.42 1.12
C 0.80 2.06 1.06
H 5.41 3.08 -2.17
H 2.25 3.38 1.98
H 2.49 -1.07 1.84
C -4.58 -0.98 0.79
C 3.44 0.31 0.55
O -3.40 0.94 1.64
C 3.73 1.28 1.67
C 1.73 -3.07 0.12
H -4.93 0.67 -1.09
C -0.20 -2.52 -1.24
H 4.55 0.87 2.28
H 0.09 -1.49 -1.49
C -3.57 2.85 -2.03
H 4.09 2.18 -2.96
H 4.04 2.24 1.26
C -4.84 3.38 -1.42
H -2.73 3.52 -2.16
*
```

Formally, the Löwdin partial charges of the atoms, in units of the elementary charge, are as follows: 0.1273 -0.1460 -0.1326 0.1436 0.1225 -0.5118 -0.0874 -0.1851 -0.0942 0.1165 0.1088 0.1083 -0.2298 0.1160 -0.1544 0.1203 0.1011 -0.2595 0.0743 -0.3376 -0.2101 0.0978 0.1204 0.1265 0.1212 0.0698 0.0971 0.1061 0.0962 0.0612 0.1175 0.1118 0.1078 -0.2879 0.1435 -0.0110 0.1209 0.0956 -0.0419 0.0161 -0.1448 -0.1666 0.1228 -0.0547 0.0936 0.1179 0.1285 -0.1066 -0.1289 0.0620 -0.1539 -0.1503 0.1443 -0.1983 0.1384 0.1271 -0.1010 0.0957 0.1226 -0.1009 0.0942

Entry 2:
# C7H17N2O3SSi

A 2-piece molecular cluster, C7H17N2O3SSi overall (ωB97M-V/def2-TZVPD, OMol25).

Properties
Energy relative to the best compared isomer or geometry (same formula, charge and spin) ... 52.91 kJ/mol
Calculated total energy ... -35363.8437 eV
HOMO energy (spin up / spin down) ... -11.10 / -11.10 eV
Gap between HOMO and LUMO (spin up / spin down) ... 7.12 / 7.13 eV
Lowest unoccupied orbital energy (spin up / spin down) ... -3.98 / -3.98 eV

```
! wB97M-V def2-TZVPD RIJCOSX def2/J DEFGRID3
* xyz 1 1
C -0.82 -0.09 -1.23
O 0.51 -0.28 2.04
C -0.88 1.67 -3.01
H 0.25 -1.31 3.77
H 2.99 -1.46 -1.25
H 0.20 1.66 -3.16
O 0.66 1.91 0.55
H -3.81 -1.92 0.56
H -1.27 2.66 -3.24
H 3.14 -1.83 0.49
O 2.43 0.07 -0.01
H 4.28 -0.71 -0.29
N -1.19 1.31 -1.61
H -1.01 -2.61 -0.54
C -1.86 -1.96 -0.33
H -0.69 1.94 -0.98
H 1.02 3.88 0.92
H -1.34 0.95 -3.69
H -0.18 -0.58 -1.97
H 1.34 2.83 2.31
S -2.88 -4.06 0.96
C 3.25 -1.05 -0.27
H -2.20 1.37 -1.42
H 1.38 -2.08 2.63
Si 1.07 0.38 0.73
H -0.34 3.18 1.83
C -2.94 -2.53 0.38
C 0.68 3.01 1.47
N -1.86 -0.71 -0.66
C 0.45 -1.52 2.72
H -0.37 -2.11 2.31
*
```

Formally, the Löwdin partial charges of the atoms, in units of the elementary charge, are as follows: -0.2440 -0.1441 -0.0106 0.1024 0.0964 0.1059 -0.2141 0.0583 0.1023 0.0890 -0.1563 0.1011 -0.0131 0.1152 -0.3011 0.1275 0.0982 0.1087 0.1163 0.0943 0.6907 -0.0713 0.1772 0.0939 0.4412 0.0987 -0.6509 -0.0614 0.0270 -0.0576 0.0804

Entry 3:
# C12H21N3OS2

C12H21N3OS2 as an isolated structure (ωB97M-V/def2-TZVPD, OMol25).

Properties
Energy relative to the best compared isomer or geometry (same formula, charge and spin) ... 6.46 kJ/mol
Calculated total energy ... -40974.2824 eV
HOMO energy ... -8.17 eV
Gap between HOMO and LUMO ... 8.78 eV
Lowest unoccupied orbital energy ... 0.61 eV

```
! wB97M-V def2-TZVPD RIJCOSX def2/J DEFGRID3
* xyz 0 1
S 0.97 1.73 0.89
N -0.55 1.85 0.26
C -4.48 -0.73 0.10
H -5.65 1.07 0.10
H 7.53 0.02 -1.72
C 6.99 -0.43 -0.89
H -3.64 -1.51 1.93
C -3.38 -1.45 0.87
O 3.28 1.16 1.42
H -5.12 0.55 1.70
C -4.80 0.66 0.66
H -2.85 -2.81 -0.72
C 5.63 0.23 -0.72
H 7.59 -0.32 0.01
C -3.20 2.08 -0.77
H 5.76 1.30 -0.52
N 0.35 0.20 -1.05
N 2.57 -0.11 -0.28
C -3.65 1.67 0.62
C -0.69 1.01 -0.72
H -2.61 2.99 -0.73
H -4.19 -0.65 -0.95
S -2.15 0.85 -1.63
H -3.99 2.58 1.13
C 3.53 0.29 0.61
H -2.36 -3.37 0.88
C 4.86 -0.39 0.46
C 1.34 0.48 -0.26
H 2.73 -0.83 -0.97
H 4.72 -1.46 0.28
H -2.79 1.29 1.18
H 6.88 -1.50 -1.09
H -4.06 -3.45 0.39
H -5.39 -1.33 0.15
H 5.42 -0.26 1.38
H -4.06 2.22 -1.44
H 5.05 0.12 -1.64
C -3.15 -2.86 0.32
H -2.44 -0.89 0.79
*
```

Formally, the Löwdin partial charges of the atoms, in units of the elementary charge, are as follows: 1.1039 -0.3113 -0.2512 0.1069 0.0719 -0.1091 0.1126 -0.2759 -0.0205 0.1095 -0.2177 0.0713 -0.2502 0.0749 -0.4432 0.1189 0.0650 0.1232 -0.2693 -0.8368 0.0684 0.0673 0.9680 0.1125 -0.4855 0.0663 -0.1175 -0.5622 0.1631 0.1236 0.0841 0.0738 0.0694 0.1112 0.1286 0.0769 0.1082 -0.1120 0.0830

Entry 4:
# C3H8N3OS

C3H8N3OS as an isolated structure (ωB97M-V/def2-TZVPD, OMol25).

Properties
Energy relative to the best compared isomer or geometry (same formula, charge and spin) ... 360.12 kJ/mol
Calculated total energy ... -20582.8896 eV
HOMO energy (spin up / spin down) ... -13.25 / -13.24 eV
Gap between HOMO and LUMO (spin up / spin down) ... 8.14 / 8.14 eV
Lowest unoccupied orbital energy (spin up / spin down) ... -5.10 / -5.10 eV

```
! wB97M-V def2-TZVPD RIJCOSX def2/J DEFGRID3
* xyz 1 1
H 2.48 -1.43 1.15
C -3.13 -1.43 -1.38
H -3.29 -1.05 -0.26
C 1.36 2.11 1.60
H -0.50 -0.09 -2.45
N -0.90 -0.85 -1.94
H 0.25 2.35 1.70
H -3.82 -1.89 -1.99
H 1.82 2.50 0.79
S 0.00 0.66 -0.35
N -2.03 -1.30 -1.93
O 1.77 0.76 1.60
C 1.16 0.02 0.69
H 1.77 2.66 2.35
N 1.62 -1.27 0.66
H 1.45 -1.76 -0.24
*
```

Formally, the Löwdin partial charges of the atoms, in units of the elementary charge, are as follows: 0.1205 0.0949 0.1708 -0.1054 0.0554 0.0215 0.1191 0.0700 0.0633 0.8995 -0.0657 -0.0423 -0.7610 0.0719 0.1555 0.1320

Entry 5:
# C5H9Br

One molecule with the formula C5H9Br (ωB97M-V/def2-TZVPD, OMol25).

Properties
Energy relative to the best compared isomer or geometry (same formula, charge and spin) ... 148.45 kJ/mol
Calculated total energy ... -75367.4658 eV
HOMO energy (spin up / spin down) ... -4.79 / -10.33 eV
Gap between HOMO and LUMO (spin up / spin down) ... 5.65 / 8.61 eV
Lowest unoccupied orbital energy (spin up / spin down) ... 0.86 / -1.73 eV

```
! wB97M-V def2-TZVPD RIJCOSX def2/J DEFGRID3
* xyz 0 3
H -1.54 2.56 0.56
H -0.80 -2.15 -0.87
H 2.08 -0.69 0.73
H 1.82 -0.32 -1.15
H 0.82 -2.19 0.14
C 0.05 -0.39 0.07
Br -2.84 -0.13 0.27
C -0.82 1.93 -0.04
H -1.02 -2.16 0.83
C 1.63 -0.13 -0.10
H -0.54 2.11 -1.08
H 2.13 0.81 0.13
C -0.20 -1.87 0.06
C -0.98 0.46 0.07
H 0.21 2.15 0.40
*
```

Formally, the Löwdin partial charges of the atoms, in units of the elementary charge, are as follows: 0.0931 0.0932 0.0753 0.0761 0.0455 -0.3721 0.6842 -0.1511 0.0798 -0.0509 0.0879 0.0590 -0.1197 -0.6776 0.0772

Which of these has the highest energy relative to the best compared isomer or geometry (same formula, charge and spin)? C3H8N3OS